[1]
Computed, not measured: a cluster of 2 separate species, C7H16ClOP in total at a distorted geometry, with wB97M-V/def2-TZVPD.

```
26
Properties=species:S:1:pos:R:3:mulliken_charge:R:1
C 2.73870 0.25781 -1.70119 -1.10
C 2.32978 1.08202 -0.67602 0.84
C 3.01122 0.96409 0.67939 -1.44
Cl 1.58246 2.59479 -1.02075 -0.18
H 3.45547 -0.54200 -1.45069 0.21
H 2.43043 0.42743 -2.60453 0.47
H 2.67894 1.74668 1.30224 0.44
H 2.87288 0.05030 1.07608 0.39
H 4.08071 1.27822 0.58630 0.36
C -2.52520 1.14492 -1.40032 -1.51
C -2.41122 0.06526 -0.32461 -0.61
P -0.65721 0.05792 0.34206 0.14
O 0.07804 -0.45376 -0.97711 -0.42
C -0.92789 -1.60316 1.01895 -0.50
C -0.82864 -1.69138 2.59888 -1.10
H -2.14929 0.77834 -2.34177 0.30
H -3.44550 1.63577 -1.58047 0.39
H -1.96812 1.91003 -1.07908 0.47
H -2.40491 -0.87798 -0.91587 0.37
H -3.12241 0.19634 0.45796 0.46
H -0.16428 0.18432 -1.87186 0.32
H -1.95783 -1.87605 0.67713 0.29
H -0.26626 -2.32366 0.51006 0.40
H 0.07083 -1.13347 2.88322 0.29
H -1.71333 -1.18221 2.89690 0.30
H -0.78738 -2.69056 2.91510 0.39
```

Output
total energy: -1152.9907 a.u.
LUMO level: 0.79 eV
gap between HOMO and LUMO: 9.1 eV
HOMO level: -8.3 eV
structure (SMILES): C=C(C)Cl.CCP(O)CC



[2]
Computed, not measured: a structure of composition C17H24IrN3O2Si, with wB97M-V/def2-TZVPD.

```
48
Properties=species:S:1:pos:R:3:mulliken_charge:R:1
Ir -1.14737 0.28988 0.94777 0.50
O -4.43473 -1.01152 -0.71179 -0.50
C -3.44954 -0.41376 -0.43379 0.22
O -2.74189 -0.69761 0.70777 -0.56
C -2.87437 0.72868 -1.22259 0.60
C -3.48242 1.16494 -2.39372 -0.64
C -2.92269 2.23353 -3.04657 -0.47
C -1.78120 2.86619 -2.52181 1.07
C -1.18067 3.98560 -3.15153 -0.83
C -0.08752 4.58023 -2.59930 -0.67
C 0.45961 4.08723 -1.39077 -0.75
C -0.08537 3.00718 -0.76055 -0.88
C -1.21627 2.37476 -1.31813 1.03
N -1.78878 1.29595 -0.70732 -0.08
H -4.36697 0.65349 -2.74496 0.50
H -3.35714 2.60646 -3.96555 0.48
H -1.61192 4.35718 -4.07187 0.41
H 0.36716 5.43606 -3.07844 0.43
H 1.32299 4.57825 -0.96235 0.45
H 0.34350 2.62890 0.15796 0.32
N -2.17660 -3.91842 4.38242 -0.30
C -1.12339 -2.87863 4.08287 -0.68
C -1.62275 -1.94106 2.98763 -0.74
N -0.61165 -0.93221 2.61020 -0.55
H -1.85949 -4.56623 5.10949 0.38
H -2.40333 -4.47662 3.55399 0.36
H -3.04789 -3.49359 4.71305 0.36
H -0.22840 -3.42040 3.77960 0.42
H -0.92102 -2.35897 5.01844 0.39
H -2.52186 -1.41373 3.30973 0.47
H -1.88380 -2.49775 2.08756 0.48
H 0.25313 -1.38175 2.30003 0.38
H -0.36057 -0.35481 3.41117 0.36
C 4.50509 -0.23562 0.49462 -0.94
Si 3.36561 -0.73324 -0.88923 0.02
C 3.51677 0.37608 -2.37064 -0.90
C 3.49755 -2.53656 -1.32124 -0.93
C 1.61902 -0.48834 -0.21792 1.09
C 0.50675 -0.18190 0.18697 -1.14
H 5.54449 -0.32938 0.17274 0.33
H 4.37280 -0.87109 1.37166 0.31
H 4.34468 0.80221 0.79076 0.32
H 4.51293 0.28975 -2.80915 0.33
H 3.36189 1.42177 -2.09874 0.29
H 2.78876 0.10966 -3.13846 0.32
H 4.48568 -2.74762 -1.73548 0.33
H 2.75735 -2.82148 -2.07030 0.32
H 3.36382 -3.17168 -0.44425 0.30
```

Output
total energy: -1370.2083 a.u.
LUMO level (spin up / spin down): -7.25 / -7.25 eV
gap between HOMO and LUMO (spin up / spin down): 6.9 / 6.9 eV
total charge: +2
HOMO level (spin up / spin down): -14.2 / -14.2 eV



In kcal per mole, the relative energy (zero: lowest compared OMol25 entry of this formula, charge and spin) values for the records above are, in order, 53.81, 0.00.